i.
# C6H15NO3

One molecule with the formula C6H15NO3 (ωB97M-V/def2-TZVPD, OMol25).

The structure (SMILES) is C[C@@H](O)[C@](N)(O)[C@@H](C)CO. For the HOMO energy, the calculation gives -0.329 hartree. As for the orbital gap: 9.7 eV.

Positions of all 25 atoms, in Å:
C  -2.157  -0.075  1.216
O  -2.584  0.302  -1.144
H  3.014  -0.611  0.464
H  2.501  1.391  1.451
H  -3.225  -0.291  1.289
C  0.778  -0.438  0.271
H  0.878  -2.008  -1.188
H  -2.910  1.140  -0.793
H  0.772  2.155  0.017
H  1.614  -2.420  0.377
O  2.580  1.409  0.491
H  -0.740  2.358  -0.703
H  -1.621  -0.719  1.908
H  0.618  -0.276  1.337
C  0.783  -1.912  -0.109
C  -0.169  0.431  -0.527
N  -0.167  1.786  -0.094
H  -1.750  -1.347  -0.476
H  -2.016  0.967  1.503
H  -0.130  -2.410  0.203
H  2.543  0.133  -1.073
C  2.327  0.107  -0.003
O  -0.069  0.339  -1.911
H  0.823  0.274  -2.289
C  -1.691  -0.287  -0.215

ii.
# C6H15NO3

One molecule with the formula C6H15NO3 (ωB97M-V/def2-TZVPD, OMol25).

The structure (SMILES) is C[C@H](N)[C@H](O)[C@@H](O)[C@H](C)O. For the HOMO energy, the calculation gives -0.358 hartree. As for the orbital gap: 10.6 eV.

Positions of all 25 atoms, in Å:
H  1.123  -1.830  1.555
C  -0.455  0.139  -0.827
O  -1.745  0.376  -0.236
C  0.192  -1.309  1.300
H  -0.555  -0.720  -1.500
O  0.909  1.002  1.005
C  -0.803  -2.359  0.814
H  1.506  -0.516  -0.221
C  1.325  1.424  -2.205
O  -0.304  2.559  -0.841
H  0.264  2.424  -0.048
H  -0.434  -1.432  3.249
N  -0.281  -0.692  2.561
H  -1.212  -0.298  2.387
H  -0.501  -2.776  -0.151
H  -1.789  1.348  -0.103
C  -0.095  1.395  -1.658
H  2.062  1.568  -1.407
C  0.578  -0.202  0.270
H  1.566  0.510  -2.754
H  0.687  0.772  1.938
H  -1.815  -1.953  0.712
H  -0.865  -3.187  1.529
H  1.447  2.278  -2.880
H  -0.805  1.478  -2.490

iii.
# C6H15NO3

A 3-piece molecular cluster, C6H15NO3 overall (ωB97M-V/def2-TZVPD, OMol25).

For the HOMO energy, the calculation gives -0.239 hartree. As for the orbital gap: 7.3 eV.

Positions of all 25 atoms, in Å:
C  -0.037  -1.874  -0.358
H  1.206  2.080  0.139
H  -3.814  1.058  -0.208
C  -2.825  0.783  0.177
N  -0.174  -0.219  1.423
C  0.408  0.585  -0.743
C  -1.875  0.387  -0.923
H  -0.642  -0.915  1.982
H  0.016  -1.946  -1.441
H  3.801  -1.151  0.219
H  -1.772  1.178  -1.663
C  2.431  0.189  -0.200
H  -2.445  1.659  0.711
H  3.036  0.771  -0.911
C  -0.127  -0.442  0.069
H  -0.374  0.733  1.697
O  2.589  0.868  1.052
H  0.520  0.402  -1.803
H  -2.160  -0.518  -1.457
H  2.007  0.403  1.677
H  0.866  -2.315  0.066
O  0.348  1.882  -0.287
H  -2.969  -0.029  0.896
H  -0.902  -2.433  0.003
O  2.890  -1.135  -0.117

Relative energy table, unit eV: i 0.866; ii 0.000; iii 4.237

i.
# C4H8ClNOS

A 2-piece molecular cluster, C4H8ClNOS overall (ωB97M-V/def2-TZVPD, OMol25).

The structure (SMILES) is CC1(Cl)CNC1.O=S. For the HOMO energy, the calculation gives -0.313 hartree. As for the orbital gap: 6.4 eV.

Positions of all 16 atoms, in Å:
H  3.131  0.685  0.639
C  0.111  -0.874  0.996
O  -3.715  -0.906  0.188
C  2.572  -0.263  0.681
H  -0.880  -1.002  0.503
S  -2.910  0.198  -0.325
H  0.420  -1.919  1.194
H  2.747  -0.752  1.664
H  3.761  -0.881  -0.852
H  1.738  0.198  -1.858
C  1.606  -0.661  -1.161
H  -0.212  -0.364  1.962
N  2.861  -1.074  -0.491
Cl  0.696  1.680  0.065
C  1.150  -0.090  0.220
H  1.086  -1.600  -1.630

ii.
# C4H8ClNOS

One molecule with the formula C4H8ClNOS (ωB97M-V/def2-TZVPD, OMol25).

For the HOMO energy (alpha / beta), the calculation gives -0.284 / -0.295 hartree. As for the orbital gap (alpha / beta): 7.6 / 7.5 eV.

Positions of all 16 atoms, in Å:
C  -0.144  -0.157  -0.934
H  -0.065  -1.072  -1.520
H  -0.153  -1.273  0.792
C  -2.243  -1.356  0.124
H  2.508  1.274  0.408
H  1.245  2.172  -0.420
O  3.441  -0.773  0.630
H  -2.514  -2.303  -0.412
N  1.161  0.054  -0.388
S  2.252  -1.258  -0.118
H  -1.028  0.194  1.062
C  -0.965  -0.758  0.316
H  1.082  1.585  1.128
Cl  -3.652  -0.416  0.162
C  1.449  1.403  0.218
H  -0.487  0.676  -1.501

Relative energy table, unit eV: i 0.000; ii 0.463

i.
# C5H14N2O

A 2-piece molecular cluster, C5H14N2O overall (ωB97M-V/def2-TZVPD, OMol25).

The structure (SMILES) is C/N=C/O.CC(C)N. For the HOMO energy, the calculation gives -0.312 hartree. As for the orbital gap: 9.5 eV.

Positions of all 22 atoms, in Å:
C  0.170  -1.683  0.456
H  0.409  -0.925  -2.193
H  -0.270  -2.646  0.708
H  1.303  3.177  -0.552
H  2.151  0.934  1.627
C  1.238  2.093  -0.559
H  -2.775  -0.450  -0.463
H  1.127  -1.844  -0.042
H  -1.276  -0.454  -2.447
H  2.251  1.669  -0.592
H  0.438  -1.088  1.370
H  -0.442  0.260  -0.160
H  -2.258  -0.946  1.017
H  -0.406  1.443  2.703
N  0.474  1.660  0.582
C  -0.616  -1.107  -1.877
C  1.079  1.138  1.577
H  0.709  1.784  -1.464
H  -0.877  -2.139  -2.107
C  -0.767  -0.853  -0.383
O  0.482  1.061  2.781
N  -2.145  -1.082  0.019

ii.
# C5H14N2O

C5H14N2O as an isolated structure (ωB97M-V/def2-TZVPD, OMol25).

For the HOMO energy (alpha / beta), the calculation gives -0.234 / -0.234 hartree. As for the orbital gap (alpha / beta): 7.1 / 7.1 eV.

Positions of all 22 atoms, in Å:
H  0.293  -1.896  0.071
C  -0.728  1.438  -0.386
C  -0.400  0.130  0.263
C  1.702  0.174  0.850
H  -0.985  -0.962  1.725
C  0.115  -0.965  -0.451
H  -1.804  1.522  -0.546
H  0.675  -0.764  -1.354
O  -1.136  -0.064  1.392
H  -1.876  -0.904  -1.993
H  2.002  2.195  0.121
H  1.419  0.447  1.868
H  3.475  1.434  0.696
H  2.797  0.939  -0.848
C  2.529  1.237  0.172
H  -0.426  2.259  0.269
H  -0.213  1.546  -1.339
N  -2.664  -1.853  -0.443
N  -1.558  -1.548  -1.267
H  -2.371  -2.532  0.254
H  2.238  -0.775  0.900
H  -3.084  -1.059  0.048

Relative energy table, unit eV: i 0.000; ii 4.238

i.
# C5H14N2O

C5H14N2O as an isolated structure (ωB97M-V/def2-TZVPD, OMol25).

For the HOMO energy, the calculation gives -0.310 hartree. As for the orbital gap: 9.2 eV.

Positions of all 22 atoms, in Å:
H  1.699  1.656  -0.374
C  0.209  -0.526  0.450
H  -1.978  1.496  -1.287
H  0.996  -0.067  -2.275
C  0.620  -1.904  -0.058
H  2.092  0.041  1.380
C  -0.001  0.543  -0.585
N  0.067  0.222  -1.980
H  -1.685  1.750  0.497
H  1.635  -1.879  -0.470
O  -1.295  -0.770  0.988
C  -1.865  1.038  -0.305
H  0.476  2.394  -1.188
H  -2.795  0.484  -0.200
H  0.592  -2.641  0.749
H  0.662  0.824  2.082
H  1.001  -0.869  2.435
C  1.041  -0.106  1.654
H  -0.577  -0.530  -2.205
H  -0.057  -2.270  -0.832
N  0.693  1.780  -0.410
H  -1.532  -0.665  1.935

ii.
# C5H14N2O

One molecule with the formula C5H14N2O (ωB97M-V/def2-TZVPD, OMol25).

The structure (SMILES) is C[C@@H](N)[C@H](N)CCO. For the HOMO energy, the calculation gives -0.326 hartree. As for the orbital gap: 9.8 eV.

Positions of all 22 atoms, in Å:
H  2.534  1.414  -0.778
H  0.493  2.263  1.680
C  0.369  2.546  0.636
C  -0.387  -0.941  -0.812
H  0.305  1.568  -1.286
H  -2.266  -1.858  -0.014
H  -0.628  2.960  0.506
H  -0.785  -2.770  0.355
H  2.285  0.777  0.707
H  -0.709  -0.819  2.047
O  -1.609  -2.990  -1.523
N  0.003  -0.280  1.571
H  0.640  -1.280  -0.957
H  -0.786  -3.231  -1.965
N  1.924  0.806  -0.242
C  0.558  1.315  -0.250
C  -1.300  -2.176  -0.416
H  -1.442  0.540  0.344
C  -0.430  0.133  0.259
H  1.098  3.319  0.389
H  0.902  -0.750  1.504
H  -0.769  -0.545  -1.753

iii.
# C5H14N2O

A 2-piece molecular cluster, C5H14N2O overall (ωB97M-V/def2-TZVPD, OMol25).

For the HOMO energy, the calculation gives -0.246 hartree. As for the orbital gap: 7.4 eV.

Positions of all 22 atoms, in Å:
H  -2.687  -1.768  -0.947
N  -1.618  -0.188  -0.218
C  3.296  -0.731  0.222
O  1.194  -0.388  -0.753
C  1.988  1.488  0.383
H  2.690  1.667  1.190
C  2.055  0.085  -0.098
H  -2.406  -1.649  1.058
H  3.557  -0.453  1.296
H  -2.516  -0.568  -2.218
H  -1.168  1.876  -0.409
H  4.125  -0.471  -0.575
H  2.169  2.170  -0.542
C  -2.665  -0.733  -1.152
H  -1.794  -0.195  1.884
H  -0.609  -0.114  -0.451
H  3.048  -1.816  0.120
N  -1.783  1.288  0.186
H  -3.614  -0.164  -0.982
H  1.038  1.735  0.835
H  -0.766  -1.419  1.146
C  -1.659  -0.868  1.050

Relative energy table, unit eV: i 2.284; ii 0.000; iii 3.789